1.
This record from the OMol25 dataset describes one molecule with the formula C20H24ClN5OS at a distorted geometry. The level of theory is wB97M-V/def2-TZVPD.

```
52
Properties=species:S:1:pos:R:3:forces:R:3:mulliken_charge:R:1
Cl -0.4902 2.7863 -3.0285 0.01 0.21 0.21 -0.209
S 0.2308 -1.3701 3.4345 0.17 0.79 0.47 -0.053
O -0.0266 -2.0875 0.9628 -0.12 -0.21 -0.17 -0.689
N 0.7923 1.1282 3.2332 0.06 0.40 -1.65 -0.573
N 0.6452 -0.1653 -3.0763 0.24 0.02 0.79 0.872
N -0.3048 -1.1012 -3.1839 -0.51 -0.53 -0.38 -1.190
N 0.5174 0.0941 1.1546 0.01 0.03 -0.35 -0.102
N 0.7645 0.8777 4.5402 0.07 0.23 1.44 -0.417
C -0.5552 -1.5331 -1.9683 0.35 0.32 0.13 0.518
C 2.8835 -1.4190 6.2896 -0.14 -0.20 0.01 -1.197
C 1.0879 0.5075 -4.2732 -0.05 0.06 -0.40 -0.929
C -0.1063 1.0134 -5.0408 0.05 0.13 0.04 0.124
C 1.4666 -1.9552 6.4493 0.12 0.30 0.07 -0.606
C -0.4747 0.4406 -6.2497 0.03 0.10 0.05 -0.507
C -0.8949 2.0439 -4.5382 -0.07 -0.12 -0.32 0.849
C -2.0098 2.5000 -5.2202 0.01 0.01 0.06 -0.636
C 0.5392 0.0811 2.5195 -0.09 -0.69 0.81 0.094
C -2.0656 -0.3240 6.3853 0.04 -0.24 0.01 -1.201
C -1.5685 -2.5773 -1.6854 -0.03 -0.08 -0.04 -1.183
C 0.4083 -0.8651 6.2285 -0.11 -0.51 0.22 0.390
C 0.4964 -0.3401 4.8419 -0.10 -0.48 -0.47 0.324
C -1.5856 0.8882 -6.9423 -0.01 -0.02 -0.07 -0.714
C 0.2500 -0.8315 -1.0300 0.07 0.06 -0.66 0.573
C -2.3532 1.9183 -6.4276 0.02 -0.02 0.01 -0.352
C 2.1216 0.9638 -1.4180 0.00 0.08 -0.05 -2.008
C 1.0198 0.0404 -1.7985 -0.07 -0.29 0.23 0.491
C -1.0018 -1.4084 6.4992 0.02 0.32 0.07 -0.603
C 0.2301 -1.0351 0.4121 0.20 0.51 -0.05 0.603
H -3.2229 2.2706 -6.9605 -0.08 0.03 -0.05 0.373
H 1.7774 1.9992 -1.3991 0.06 0.06 0.01 0.326
H -1.1605 -3.3106 -0.9939 -0.06 -0.06 -0.01 0.289
H 3.0696 -0.6171 7.0003 0.06 0.10 0.06 0.310
H -1.0248 -1.8366 7.5036 0.03 -0.10 -0.02 0.376
H -1.2151 -2.2099 5.7877 0.00 -0.11 0.06 0.326
H -2.0746 0.1031 5.3853 -0.05 0.09 -0.09 0.278
H 2.9416 0.8927 -2.1313 0.05 0.05 0.03 0.466
H 1.3435 -2.3638 7.4545 -0.07 -0.07 -0.02 0.375
H 3.0347 -1.0234 5.2879 0.08 0.06 -0.09 0.273
H 0.6388 0.9937 0.7141 -0.08 -0.09 0.02 0.247
H 2.5094 0.7048 -0.4361 0.05 0.00 0.00 0.504
H 1.7338 1.3409 -3.9900 -0.02 -0.15 0.01 0.338
H -2.6019 3.3012 -4.8057 -0.02 0.06 0.06 0.424
H -3.0508 -0.7353 6.5924 -0.12 0.04 0.01 0.407
H -2.4460 -2.1304 -1.2188 -0.07 -0.04 0.04 0.260
H -1.8689 0.4783 7.0928 -0.01 0.11 0.06 0.310
H 0.1176 -0.3696 -6.6464 0.07 -0.11 -0.02 0.347
H 1.2960 -2.7643 5.7349 -0.04 -0.10 0.06 0.326
H 0.6080 -0.0259 6.9029 0.00 0.01 -0.08 0.223
H -1.8661 -3.0568 -2.6132 -0.06 -0.04 -0.04 0.385
H 1.6495 -0.1970 -4.8951 -0.01 0.13 0.08 0.383
H -1.8545 0.4292 -7.8811 -0.02 -0.05 -0.08 0.376
H 3.6104 -2.2097 6.4605 0.12 -0.02 0.01 0.407
```
Forces are in eV/Å.

## Properties
**SMILES**: CCC(CC)c1nnc(NC(=O)c2c(C)nn(Cc3ccccc3Cl)c2C)s1
**Total charge**: 0
**HOMO energy**: -8.8 eV
**2S+1**: 1

2.
This record from the OMol25 dataset describes C20H24CrFNOP2 as an isolated structure at a distorted geometry. The level of theory is wB97M-V/def2-TZVPD.

```
50
Properties=species:S:1:pos:R:3:forces:R:3:mulliken_spin:R:1
Cr -0.1289 -0.1936 1.2329 -0.77 0.18 1.75 3.527
P -2.2225 0.9619 1.1067 1.51 -0.13 -0.59 -0.075
P -0.0541 -2.4692 1.0852 0.69 0.58 -0.61 -0.198
F -0.8485 -0.5491 2.9552 0.47 0.15 -0.07 0.021
O 2.5242 0.2362 2.5126 0.82 1.18 -0.71 -0.039
N 0.3019 0.2626 -0.6668 -0.30 -0.22 -3.86 -0.011
C 1.0473 2.2718 -1.7931 0.74 0.22 -0.24 -0.003
C -1.4885 3.4087 -1.4821 0.18 -1.29 0.40 0.007
C 3.6662 -0.3950 -2.0362 1.07 -0.39 0.00 0.000
C -2.4448 1.1952 -0.6866 -0.20 0.49 0.19 0.014
C 2.3251 1.6834 -1.8552 -0.08 -0.29 -0.65 -0.005
C 1.3466 -3.2350 1.9228 -0.43 -0.48 0.21 0.021
C 0.2272 -2.6671 -0.7032 0.24 -0.16 0.04 0.040
C 1.3578 -0.4380 -1.2564 -0.83 0.52 1.75 0.030
C 2.6848 -2.4749 -1.3313 -1.44 0.50 0.26 0.007
C -2.0844 2.5848 1.9020 -0.75 0.03 0.05 0.010
C 1.4583 -1.8375 -1.0944 0.29 -1.73 -0.17 0.004
C 1.8251 0.3353 1.5801 -1.97 -1.84 -0.16 -0.193
C 3.7972 -1.7456 -1.7818 0.15 0.76 -0.28 0.003
C 2.4630 0.2888 -1.7323 0.33 0.68 -0.44 -0.051
C -0.4275 4.2022 -1.9440 0.62 -0.21 -0.39 -0.003
C -1.6113 -3.2649 1.5010 0.14 -0.26 0.34 0.011
C -1.2839 2.0564 -1.1623 -1.40 0.77 -0.08 -0.006
C 0.0037 1.4963 -1.2571 0.17 -0.85 1.08 -0.016
C 0.8042 3.6181 -2.1683 0.07 0.89 0.16 0.001
C -3.6226 0.0319 1.7070 -0.22 0.30 0.45 0.020
H 4.7316 -2.2772 -1.9449 -0.13 0.27 -0.10 0.000
H 0.3328 -3.7420 -0.9276 0.12 0.47 -0.31 -0.004
H 3.1968 2.2791 -2.1399 -0.29 -0.12 0.12 0.004
H -0.6910 -2.2744 -1.1753 0.42 -0.20 -0.05 0.005
H 2.7662 -3.5538 -1.1725 -0.07 0.35 -0.13 0.000
H 4.5066 0.1868 -2.4506 -0.47 -0.40 0.30 0.000
H -0.6138 5.2513 -2.1564 0.18 -0.19 -0.08 0.000
H -3.6170 -0.9716 1.2375 -0.15 0.64 0.36 -0.007
H 1.3692 -4.3040 1.6516 0.25 0.30 0.36 -0.001
H -1.7509 -3.0510 2.5793 -0.19 -0.25 -0.57 0.001
H 2.2788 -2.7243 1.6316 -0.44 -0.22 0.17 0.003
H 1.1450 -3.0905 3.0002 0.38 -0.21 -0.41 0.004
H -2.4249 -2.8021 0.9094 0.44 -0.38 0.34 -0.002
H -1.1889 3.1099 1.5218 -0.52 -0.27 0.22 -0.006
H -1.9767 2.3753 2.9840 -0.07 0.32 -0.52 0.005
H -2.4806 3.8529 -1.3575 0.31 -0.26 -0.12 0.000
H -4.5347 0.6023 1.4651 0.07 -0.52 0.33 0.000
H -3.0038 3.1575 1.6865 0.46 0.12 0.38 -0.001
H 1.4952 0.9738 0.5693 1.63 0.93 1.87 -0.122
H -3.4353 1.6386 -0.8695 0.39 0.02 -0.36 -0.002
H 1.6398 4.2031 -2.5863 -0.53 -0.32 0.25 0.001
H -2.4066 0.1788 -1.1119 -0.04 0.40 -0.02 0.008
H -1.5232 -4.3454 1.3026 -0.36 0.34 0.17 -0.002
H -3.4302 -0.0369 2.7989 -0.48 -0.23 -0.61 0.001
```
Forces are in eV/Å.

## Properties
**⟨S²⟩**: 4.04
**Total charge**: +1
**HOMO energy (alpha / beta)**: -10.4 / -10.4 eV
**2S+1**: 4

3.
This record from the OMol25 dataset describes C20H24CuN4OSTe as an isolated structure at a distorted geometry. The level of theory is wB97M-V/def2-TZVPD.

```
52
Properties=species:S:1:pos:R:3:forces:R:3:mulliken_spin:R:1
Te -0.2651 -3.2084 2.3031 0.60 -0.38 0.42 0.582
Cu 0.1324 0.3425 -0.4144 0.11 -0.16 -0.17 0.020
S 1.8853 -1.2520 -2.8056 -0.62 0.48 0.35 -0.001
O 1.9344 -0.0877 -1.8418 0.09 -0.13 -0.36 -0.001
N -1.0584 -1.3134 -0.3152 -0.21 -0.35 -0.09 0.113
N -0.6233 2.1057 -1.1699 0.02 0.04 0.15 0.001
N 1.3140 0.4448 1.3070 0.10 -0.01 0.10 -0.004
N -1.4450 0.9130 1.2776 0.09 -0.04 0.10 -0.010
C -0.0070 2.8664 -2.0725 -0.01 0.07 -0.09 0.000
C -2.1551 3.8814 -0.7647 -0.02 -0.17 0.09 0.000
C -0.4221 4.1541 -2.3794 0.16 -0.20 -0.05 0.000
C -1.6831 2.5988 -0.5185 -0.08 -0.02 0.10 -0.001
C 2.4070 -0.0156 3.8085 0.01 0.01 0.16 0.000
C -1.9198 -0.3595 1.7937 0.19 -0.14 -0.07 0.054
C -1.9735 -3.3768 -1.1773 -0.03 -0.10 0.03 -0.057
C 2.2239 -2.6815 -1.8169 0.08 -0.24 0.16 0.005
C -1.6255 -1.5735 0.8799 -0.71 0.60 -0.44 0.086
C -2.4212 -2.7488 1.0944 -0.41 0.21 -0.54 -0.281
C 0.7095 0.9026 2.4082 -0.11 0.02 -0.01 0.003
C -1.1778 -2.2594 -1.2833 0.05 0.19 0.04 0.160
C 3.0354 -0.4860 2.6739 0.04 -0.02 -0.18 0.011
C -1.5175 4.6647 -1.7102 -0.11 0.20 -0.02 0.000
C -2.6759 -3.6013 0.0031 0.17 0.14 0.31 0.273
C -2.3717 1.6856 0.4864 0.04 0.01 -0.11 -0.003
C 1.2242 0.6932 3.6751 -0.03 0.03 -0.04 -0.005
C 2.4511 -0.2324 1.4424 0.03 0.00 0.03 0.002
C 3.4013 -1.1907 -3.7182 0.39 0.02 -0.08 0.000
C -0.5908 1.6485 2.1860 0.06 0.02 -0.01 0.001
H 0.6886 1.0618 4.5403 0.01 -0.02 0.00 0.000
H -2.0749 -4.0404 -2.0266 -0.01 0.03 0.01 -0.003
H 3.9503 -1.0600 2.7281 -0.02 0.01 0.01 -0.003
H 0.8515 2.4115 -2.5542 -0.02 0.03 0.01 0.000
H 3.1838 -2.5438 -1.3165 -0.05 -0.05 0.03 0.002
H -3.1068 -2.7474 1.9302 0.17 -0.07 0.13 0.001
H -0.6748 -2.0477 -2.2197 -0.03 0.06 0.02 0.032
H -3.0646 2.2906 1.0909 -0.01 0.00 0.03 0.000
H -3.0090 4.2501 -0.2106 0.02 0.01 -0.02 0.000
H -3.3595 -4.4309 0.1169 0.03 -0.01 -0.02 0.028
H -0.3558 2.6166 1.7328 -0.01 0.00 -0.02 0.000
H -1.4610 -0.5369 2.7629 -0.03 -0.05 0.04 0.004
H 4.2231 -1.0711 -3.0102 0.01 -0.01 -0.08 0.000
H -1.8694 5.6682 -1.9158 0.01 -0.02 0.01 0.000
H 2.8967 -0.5845 0.5201 -0.01 0.01 0.01 0.000
H -1.0631 1.8508 3.1580 -0.04 0.00 0.01 0.000
H 2.2318 -3.5692 -2.4511 0.00 0.01 0.04 -0.003
H 3.3479 -0.3325 -4.3853 0.03 -0.01 0.01 0.000
H 1.4135 -2.7542 -1.0872 0.10 -0.05 0.03 -0.004
H 0.1142 4.7321 -3.1191 -0.02 0.01 0.01 0.000
H 3.5109 -2.1066 -4.3002 0.00 0.03 0.01 0.000
H -3.0044 -0.3324 1.9585 -0.04 0.02 -0.05 0.000
H 2.8201 -0.2118 4.7897 -0.01 0.00 -0.01 -0.002
H -2.9749 0.9735 -0.0831 -0.02 0.00 -0.01 0.003
```
Forces are in eV/Å.

## Properties
**ΔE to the lowest compared entry with this formula, charge and spin**: 0.7960 eV
**⟨S²⟩**: 0.78
**Total charge**: 0
**HOMO energy (alpha / beta)**: -5.0 / -5.7 eV
**2S+1**: 2

no.,energy (a.u.),molecular weight (g mol⁻¹)
1,-1983.95013,417.97
2,-2733.31944,427.36
3,-3377.39897,559.65